# C33H48BrN3O5OsPSi

A molecular structure, C33H48BrN3O5OsPSi at a distorted geometry (the ωB97M-V functional and the def2-TZVPD basis, the Open Molecules 2025 dataset).

Last column: Löwdin charge in e.
Geometry (Å):
Os (-0.64, -0.06, 0.44)  1.2746
O (0.68, 2.32, 6.43)  0.1604
C (0.38, 1.78, 5.27)  -0.2850
C (-0.15, 0.49, 5.10)  0.0490
C (-0.40, 0.04, 3.83)  -0.1096
N (-0.17, 0.75, 2.72)  -0.1026
C (0.34, 1.98, 2.89)  -0.6919
Br (0.75, 2.95, 1.31)  0.9524
C (0.63, 2.53, 4.11)  -0.0030
H (0.49, 1.76, 7.20)  0.1549
H (-0.34, -0.15, 5.94)  0.1330
H (-0.80, -0.95, 3.66)  0.0921
H (1.04, 3.52, 4.20)  0.1322
C (-2.15, -1.47, 0.11)  -0.3489
Si (-1.72, -3.28, 0.61)  0.7167
C (-0.08, -3.36, -0.41)  -0.2154
N (0.73, -2.13, -0.23)  -0.2481
C (1.44, -1.79, -1.48)  -0.1169
C (1.27, -0.30, -1.82)  -0.1703
C (2.86, 0.67, -0.32)  -0.1185
C (2.40, -1.14, 1.43)  -0.0845
C (1.68, -2.37, 0.86)  -0.1685
C (-3.10, -4.41, -0.08)  -0.2538
C (-4.43, -4.08, 0.20)  -0.0994
C (-5.46, -4.78, -0.41)  -0.0581
C (-5.16, -5.85, -1.25)  -0.0515
C (-3.85, -6.20, -1.49)  -0.0593
C (-2.81, -5.50, -0.88)  -0.0975
C (-1.69, -3.56, 2.48)  -0.2636
C (-1.05, -4.65, 3.08)  -0.0865
C (-1.16, -4.88, 4.44)  -0.0542
C (-1.93, -4.04, 5.22)  -0.0495
C (-2.57, -2.95, 4.65)  -0.0762
C (-2.47, -2.72, 3.29)  -0.1439
H (-3.10, -1.20, 0.55)  -0.0043
H (-2.29, -1.45, -0.98)  0.0504
H (-0.39, -3.43, -1.45)  0.0957
H (0.52, -4.24, -0.20)  0.1042
H (1.07, -2.37, -2.33)  0.1440
H (2.51, -2.01, -1.36)  0.1103
H (0.25, -0.09, -2.15)  0.1154
H (1.96, -0.01, -2.62)  0.1469
H (2.90, 1.62, 0.22)  0.0873
H (3.43, 0.77, -1.24)  0.1263
H (1.65, -0.40, 1.73)  0.0796
H (2.87, -1.49, 2.35)  0.1400
H (1.11, -2.80, 1.69)  0.1266
H (2.43, -3.11, 0.54)  0.1366
H (-4.67, -3.27, 0.86)  0.0949
H (-6.48, -4.50, -0.22)  0.1149
H (-5.96, -6.43, -1.67)  0.1197
H (-3.61, -7.03, -2.14)  0.1153
H (-1.79, -5.80, -1.07)  0.0973
H (-0.47, -5.33, 2.47)  0.1076
H (-0.66, -5.72, 4.88)  0.1171
H (-2.07, -4.25, 6.27)  0.1182
H (-3.18, -2.29, 5.25)  0.1146
H (-2.99, -1.88, 2.85)  0.0848
C (-3.01, 3.94, 0.54)  -0.0501
O (-2.14, 2.81, 0.74)  -0.4000
P (-2.34, 1.48, -0.13)  0.5718
O (-2.50, 1.88, -1.65)  -0.2575
C (-1.50, 2.37, -2.54)  -0.0576
O (-3.86, 1.08, 0.04)  -0.2798
C (-4.45, 0.92, 1.34)  -0.0715
H (-3.86, 3.68, -0.10)  0.1005
H (-2.43, 4.74, 0.08)  0.1020
H (-3.36, 4.26, 1.52)  0.1064
H (-1.63, 1.85, -3.49)  0.1068
H (-0.49, 2.21, -2.15)  0.0676
H (-1.65, 3.43, -2.70)  0.1081
H (-5.17, 0.11, 1.26)  0.1069
H (-4.98, 1.84, 1.61)  0.1047
H (-3.70, 0.70, 2.10)  0.0817
O (1.49, 0.50, -0.67)  -0.2922
C (3.49, -0.42, 0.59)  -0.3664
C (4.42, 0.27, 1.64)  -0.0962
C (5.53, 1.17, 1.12)  -0.1625
C (6.55, 0.45, 0.23)  -0.1670
C (6.01, 0.15, -1.16)  -0.1300
C (5.11, -1.11, -1.27)  -0.1125
N (4.25, -1.40, -0.15)  0.1986
H (4.88, -0.51, 2.25)  0.1374
H (3.77, 0.86, 2.30)  0.1405
H (6.05, 1.56, 1.99)  0.1364
H (5.13, 2.02, 0.57)  0.1215
H (6.91, -0.46, 0.71)  0.1287
H (7.41, 1.11, 0.11)  0.1355
H (6.85, -0.05, -1.83)  0.1410
H (5.50, 1.03, -1.54)  0.1187
H (5.74, -1.99, -1.39)  0.1500
H (4.51, -1.01, -2.18)  0.1444
H (4.66, -2.08, 0.48)  0.1823

**Calculated total energy**: -5121.27691 hartree
**Orbital gap (alpha / beta)**: 6.833 / 3.265 eV
**Spin multiplicity**: 5
**E_HOMO (alpha / beta)**: -15.146 / -15.145 eV
**Charge**: +3
**Molar mass**: 896.0 u